{"formula": "C34H50N6O6S3Se4Ti", "method": "ωB97M-V with the def2-TZVPD basis set", "elements": ["Ti", "O", "S", "C", "C", "C", "C", "S", "O", "C", "C", "C", "C", "C", "C", "C", "C", "C", "C", "C", "C", "H", "H", "H", "H", "H", "H", "H", "H", "H", "H", "H", "H", "H", "H", "H", "H", "H", "H", "O", "C", "C", "C", "O", "C", "Se", "C", "Se", "H", "H", "H", "H", "H", "H", "H", "H", "H", "H", "O", "C", "C", "C", "O", "C", "Se", "C", "Se", "H", "H", "H", "H", "H", "H", "H", "H", "H", "H", "N", "C", "N", "N", "C", "N", "H", "H", "H", "H", "C", "C", "C", "C", "N", "C", "S", "N", "C", "H", "H", "H", "H", "H", "H", "H", "H"], "xyz": [[1.2206, -0.9109, 0.1509], [-2.0036, 0.9592, 0.6737], [-3.1258, 0.6445, 1.5561], [-4.0350, 2.2987, 1.9171], [-3.2168, 3.5863, 1.7939], [-3.1538, 4.1288, 0.3627], [-2.1994, 5.3168, 0.2504], [-0.4176, 4.7863, -0.0200], [-0.3702, 3.4022, 0.4616], [-0.6159, 4.8203, -1.8212], [-0.9863, 3.6899, -2.5268], [-0.9634, 3.7215, -3.9132], [-0.5931, 4.8781, -4.5836], [-0.2681, 6.0211, -3.8671], [-0.2870, 5.9939, -2.4817], [-2.5732, 0.5336, 3.2814], [-1.4268, 1.1693, 3.7246], [-1.0501, 1.0432, 5.0545], [-1.7807, 0.2385, 5.9161], [-2.9229, -0.4072, 5.4602], [-3.3360, -0.2355, 4.1503], [-4.4235, 2.1751, 2.9282], [-4.8634, 2.3198, 1.2054], [-2.1950, 3.3961, 2.1215], [-3.6492, 4.3584, 2.4428], [-4.1573, 4.4304, 0.0395], [-2.8114, 3.3224, -0.2874], [-2.1975, 5.9039, 1.1717], [-2.4414, 5.9636, -0.5917], [-1.2160, 2.7776, -1.9884], [-1.2000, 2.8298, -4.4763], [-0.5361, 4.8853, -5.6655], [0.0290, 6.9250, -4.3851], [-0.0004, 6.8692, -1.9108], [-0.8143, 1.7259, 3.0254], [-0.1723, 1.5672, 5.4100], [-1.4583, 0.1007, 6.9425], [-3.4789, -1.0633, 6.1192], [-4.2157, -0.7411, 3.7720], [-1.0827, -5.9640, 3.7827], [-1.5547, -6.0623, 2.4416], [-1.1899, -4.8149, 1.6138], [-1.8297, -5.0484, 0.2254], [-1.5797, -4.1003, -0.7623], [0.3308, -4.7256, 1.5597], [1.3230, -3.5245, 0.2934], [-1.8138, -3.6192, 2.3254], [-1.4693, -1.7994, 1.5784], [-1.0706, -6.8481, 4.1554], [-2.6508, -6.1763, 2.4446], [-1.1248, -6.9467, 1.9523], [-2.9228, -5.1510, 0.3848], [-1.4652, -6.0054, -0.1749], [-1.5512, -3.2122, -0.3550], [0.7395, -5.7048, 1.2956], [0.7070, -4.4536, 2.5480], [-1.4762, -3.5971, 3.3630], [-2.9021, -3.7345, 2.3224], [6.5774, 0.1508, -3.2682], [6.7991, 0.5220, -1.9153], [5.5163, 0.4015, -1.0671], [5.9303, 0.9165, 0.3288], [4.9442, 0.9982, 1.3162], [5.0716, -1.0613, -1.0905], [3.7779, -1.7524, 0.2638], [4.4610, 1.2858, -1.7195], [2.6187, 1.2963, -0.9573], [7.4214, -0.0844, -3.6587], [7.1560, 1.5644, -1.8735], [7.5742, -0.1143, -1.4655], [6.3784, 1.9199, 0.1835], [6.7187, 0.2606, 0.7260], [4.0725, 1.0980, 0.8849], [5.9344, -1.7212, -0.9622], [4.6081, -1.2707, -2.0553], [4.3556, 0.9969, -2.7648], [4.7769, 2.3331, -1.6782], [1.9678, -1.3742, 6.4177], [1.5161, -1.3543, 5.1078], [0.5598, -2.2745, 4.7828], [1.9740, -0.4622, 4.2917], [1.7091, -0.4058, 3.0378], [1.5178, -0.2666, 1.9034], [1.2153, -1.4459, 7.0901], [2.5643, -0.5800, 6.6022], [0.6467, -3.1691, 5.2416], [0.3792, -2.3479, 3.7826], [-3.4665, 0.3946, -5.4219], [-2.2841, -0.4702, -5.1388], [-1.4370, -0.9821, -6.0869], [-0.2613, -1.6316, -5.6873], [0.1335, -1.6357, -4.3770], [-0.6637, -1.1592, -3.4710], [-0.3028, -0.9903, -1.8157], [-1.9632, -0.7261, -3.8025], [0.6765, -2.2617, -6.6702], [-3.7089, 0.3558, -6.4830], [-3.2596, 1.4390, -5.1590], [-4.3408, 0.0749, -4.8475], [-1.6686, -0.8590, -7.1387], [-2.4670, -0.2698, -3.0581], [0.2445, -2.2597, -7.6721], [0.8876, -3.2903, -6.3713], [1.6288, -1.7241, -6.6907]], "e_above_lowest_kj_mol": 160.62, "s2": 2.043, "mol_weight_g_mol": 1098.72, "homo_ev": [0.0, -0.6], "spin_multiplicity": 3, "charge": -2}

{"formula": "C34H51N3O3P", "method": "ωB97M-V with the def2-TZVPD basis set", "elements": ["C", "C", "C", "C", "P", "C", "C", "C", "C", "C", "C", "C", "C", "H", "H", "H", "H", "H", "H", "H", "H", "H", "H", "H", "H", "H", "H", "H", "H", "H", "H", "H", "H", "H", "H", "H", "H", "H", "H", "H", "C", "N", "C", "O", "C", "C", "C", "C", "C", "C", "C", "C", "N", "C", "C", "C", "C", "C", "C", "N", "O", "O", "C", "C", "C", "C", "C", "C", "H", "H", "H", "H", "H", "H", "H", "H", "H", "H", "H", "H", "H", "H", "H", "H", "H", "H", "H", "H", "H", "H", "H", "H"], "xyz": [[-0.9353, -1.0692, 4.5221], [-0.2062, -1.2266, 3.1913], [-0.1141, 0.1077, 2.4547], [0.8681, -0.0257, 1.2964], [0.7316, -1.8025, 0.5077], [1.2972, -3.1957, -0.7965], [0.9966, -4.6454, -0.4188], [1.6529, -5.1512, 0.8637], [1.4703, -6.6515, 1.0976], [2.8525, -1.7274, 0.8812], [3.7836, -2.8576, 1.2397], [5.1100, -2.3116, 1.8086], [5.8508, -1.4887, 0.7629], [-0.9927, -2.0368, 5.0294], [-0.4016, -0.3587, 5.1628], [-1.9566, -0.7013, 4.3711], [0.8015, -1.6417, 3.3516], [-0.7437, -1.9568, 2.5599], [-1.1278, 0.3929, 2.1467], [0.2339, 0.9029, 3.1310], [0.7576, 0.7071, 0.4947], [1.8513, 0.1997, 1.7111], [0.7423, -2.9384, -1.7032], [2.3689, -3.0777, -0.9860], [-0.0867, -4.8183, -0.3500], [1.3467, -5.2944, -1.2376], [2.7268, -4.9551, 0.8025], [1.2755, -4.5691, 1.7172], [1.9898, -6.9599, 2.0121], [0.4118, -6.9102, 1.1969], [1.8872, -7.2284, 0.2635], [3.1403, -1.2935, -0.0844], [2.9691, -1.0009, 1.6958], [3.3212, -3.5145, 1.9859], [4.0141, -3.4867, 0.3681], [4.8785, -1.6773, 2.6710], [5.7279, -3.1390, 2.1799], [6.6934, -0.9466, 1.1998], [6.2226, -2.1554, -0.0207], [5.1854, -0.7595, 0.2874], [-0.9850, 4.8401, -3.8784], [-0.9082, 4.0901, -2.6485], [-0.8238, 4.7614, -1.4573], [-0.7504, 5.9804, -1.3130], [-0.8297, 3.7031, -0.3538], [-1.8318, 4.0523, 0.7656], [-1.3106, 5.1003, 1.7269], [-2.0910, 6.2200, 2.0339], [-1.5968, 7.2028, 2.8958], [-0.3291, 7.0510, 3.4787], [0.4396, 5.9172, 3.1893], [-0.0566, 4.9354, 2.3246], [-1.1172, 2.4700, -1.0898], [-1.1828, 1.2728, -0.4285], [-1.1368, 0.0103, -0.9507], [-0.7863, -1.3598, -0.2846], [-1.4947, -2.4461, -1.2394], [-1.4309, -2.2830, -2.6228], [-2.2360, -3.0668, -3.4699], [-2.6002, -2.5150, -4.7293], [-3.3264, -3.1758, -5.4989], [-2.1820, -1.3597, -5.0067], [-2.8935, -4.2079, -2.9864], [-2.8623, -4.4463, -1.6139], [-2.1893, -3.5694, -0.7404], [-1.3302, 2.6889, -2.5212], [-2.8120, 2.5409, -2.8997], [-0.4919, 1.7816, -3.4244], [-0.3940, 5.7511, -3.7553], [-0.5748, 4.2456, -4.6966], [-2.0169, 5.1242, -4.1341], [0.1985, 3.6624, 0.0581], [-2.7561, 4.4165, 0.2870], [-2.1027, 3.1407, 1.3215], [-3.0759, 6.3221, 1.5725], [-2.2003, 8.0838, 3.1154], [0.0560, 7.8116, 4.1607], [1.4271, 5.7859, 3.6352], [0.5316, 4.0432, 2.0965], [-1.2796, 1.4332, 0.6537], [-1.6315, -0.0992, -1.9289], [-1.4001, -1.4311, 0.6430], [-0.8481, -1.4928, -3.0885], [-3.4225, -4.8342, -3.7056], [-3.3720, -5.3321, -1.2270], [-2.2042, -3.7684, 0.3363], [-3.4366, 3.1331, -2.2172], [-2.9539, 2.8998, -3.9264], [-3.1259, 1.4916, -2.8443], [0.5507, 1.7533, -3.0830], [-0.8904, 0.7647, -3.4485], [-0.5274, 2.1697, -4.4488]], "mol_weight_g_mol": 580.77, "homo_ev": -10.8, "charge": 1}